Molecular formula: C5H16NO2
Method: DFT, the ωB97M-V functional and the def2-TZVPD basis

Computed properties:
* <S²>: 0.7532
* relative energy (zero: lowest compared OMol25 entry of this formula, charge and spin): 370.9 kJ/mol
* maximum force: 4.2 eV/A

Structure (ORCA input):
```
! RIJCOSX wB97M-V def2-TZVPD def2/J DEFGRID3
* xyz 0 2
C 1.668 0.244 -1.122
C 1.238 -1.062 -0.405
C 0.047 -1.760 -0.993
C -1.257 -1.241 -0.803
C -2.510 -1.838 -1.280
N 1.759 1.243 -0.006
H 0.919 0.527 -1.840
H 2.672 0.101 -1.581
H 1.200 -0.853 0.684
H 2.178 -1.740 -0.465
H 0.224 -2.682 -1.350
H -1.267 -0.390 -0.245
H -3.317 -1.496 -0.675
H -2.464 -2.896 -1.256
H -2.981 -1.568 -2.247
H 0.787 1.753 0.072
H 2.612 1.830 -0.187
H 1.767 0.801 1.015
H -2.289 2.506 0.823
H -1.317 3.013 1.804
O -1.434 2.434 1.115
H 0.995 0.728 3.596
H -0.088 1.304 2.618
O 0.857 1.041 2.728
*
```



Molecular formula: C5H16NO2
Method: DFT, the ωB97M-V functional and the def2-TZVPD basis

Computed properties:
* relative energy (zero: lowest compared OMol25 entry of this formula, charge and spin): 229.6 kJ/mol
* maximum force: 6.5 eV/A

Structure (ORCA input):
```
! RIJCOSX wB97M-V def2-TZVPD def2/J DEFGRID3
* xyz 1 1
C -0.992 -0.899 0.022
C -0.638 0.483 0.610
N 0.795 0.690 0.232
C 0.746 0.871 -1.361
C -0.610 1.591 -1.592
C -1.286 1.528 -0.164
H -2.086 -0.967 0.165
H -0.630 -1.787 0.499
H -0.826 -1.042 -0.992
H -0.661 0.529 1.765
H 1.420 -0.122 0.539
H 1.397 1.551 0.536
H 1.515 1.659 -1.665
H 0.564 -0.184 -1.876
H -0.605 2.661 -1.882
H -1.081 1.088 -2.535
H -2.344 1.373 -0.092
H -1.208 2.613 0.488
H 4.117 -0.733 -0.474
H 3.043 -1.406 -1.306
O 3.230 -0.829 -0.676
H -1.842 -3.465 3.178
H -0.656 -2.566 3.608
O -1.361 -2.636 2.974
*
```



Molecular formula: C5H16NO2
Method: DFT, the ωB97M-V functional and the def2-TZVPD basis

Computed properties:
* relative energy (zero: lowest compared OMol25 entry of this formula, charge and spin): 43.0 kJ/mol
* maximum force: 2.0 eV/A

Structure (ORCA input):
```
! RIJCOSX wB97M-V def2-TZVPD def2/J DEFGRID3
* xyz 1 1
C 0.217 0.796 1.375
C -1.081 0.037 1.136
C -0.933 -1.089 0.116
C -1.312 -0.889 -1.142
C -0.395 -2.394 0.619
N 0.821 1.245 0.065
H 0.022 1.714 1.915
H 0.937 0.205 1.929
H -1.933 0.684 0.906
H -1.375 -0.420 2.080
H -1.749 0.056 -1.469
H -1.309 -1.683 -1.874
H -0.822 -2.631 1.598
H -0.595 -3.202 -0.100
H 0.668 -2.343 0.833
H 0.645 0.486 -0.616
H 0.267 2.019 -0.329
H 1.835 1.202 0.144
H 3.430 -0.999 0.055
H 3.009 -1.071 -1.405
O 2.712 -0.756 -0.543
H -0.348 3.226 -2.141
H -1.814 2.890 -1.737
O -0.898 2.917 -1.413
*
```



Molecular formula: C5H16NO2
Method: DFT, the ωB97M-V functional and the def2-TZVPD basis

Computed properties:
* relative energy (zero: lowest compared OMol25 entry of this formula, charge and spin): 950.5 kJ/mol
* maximum force: 4.2 eV/A

Structure (ORCA input):
```
! RIJCOSX wB97M-V def2-TZVPD def2/J DEFGRID3
* xyz 1 1
C -0.669 -0.071 2.432
O -1.791 0.858 -1.835
C 0.275 -0.459 1.219
C 0.203 0.502 0.046
C 1.147 0.174 -1.093
C 2.473 0.910 -1.035
N 1.525 -0.809 1.471
H -1.650 -0.150 2.011
H -0.535 -0.751 3.280
H -0.262 0.859 2.831
H -0.187 -1.421 0.773
H -0.869 0.542 -0.296
H 0.411 1.525 0.338
H 1.348 -0.907 -1.016
H 0.691 0.354 -2.049
H 2.370 1.984 -1.089
H 3.113 0.737 -0.176
H 2.999 0.594 -1.926
H -1.871 -0.321 -1.258
H 1.566 -1.656 2.074
H -2.608 1.101 -2.291
H -2.421 -1.898 -1.062
H -1.840 0.744 -0.277
O -2.171 -1.102 -0.584
*
```



Molecular formula: C5H16NO3
Method: DFT, the ωB97M-V functional and the def2-TZVPD basis

Computed properties:
* relative energy (zero: lowest compared OMol25 entry of this formula, charge and spin): 249.4 kJ/mol
* maximum force: 2.3 eV/A

Structure (ORCA input):
```
! RIJCOSX wB97M-V def2-TZVPD def2/J DEFGRID3
* xyz 1 1
C -1.586 1.445 -1.752
C -0.168 1.158 -1.329
C 0.046 -0.331 -1.094
C 0.104 -1.181 -2.123
C -0.916 -1.571 0.659
N 0.000 -0.774 0.261
H -2.092 0.788 -2.484
H -2.306 1.655 -0.954
H -1.628 2.328 -2.399
H 0.546 1.392 -2.134
H 0.154 1.829 -0.527
H 0.165 -0.752 -3.124
H 0.330 -2.235 -1.962
H -0.908 -2.060 1.618
H -1.738 -1.714 -0.050
H 0.780 -0.555 0.931
H 2.314 -1.348 -0.151
H 3.490 -1.999 0.347
O 3.012 -1.181 0.514
H -1.311 1.380 3.392
H -1.887 1.584 1.969
O -1.083 1.644 2.494
H 2.249 -0.039 2.911
H 1.030 0.716 2.511
O 1.405 -0.179 2.477
*
```



Number 1: energy -405.1125 a.u.. Number 2: energy -405.0327 a.u.. Number 3: energy -405.1037 a.u.. Number 4: energy -404.7581 a.u.. Number 5: energy -480.2871 a.u..